C3H3F3 | ωB97M-V/def2-TZVPD

XYZ file:
```
9
C3H3F3 (ωB97M-V/def2-TZVPD)
F 0.0913 1.5396 1.9483
F 0.7764 -0.5286 1.4892
F 1.9733 1.1410 0.9664
C 0.7197 0.7144 1.0668
C -0.5814 0.2253 -1.0425
C -0.6271 -1.0651 -1.1757
H -0.8067 1.2340 -0.9061
H -1.1031 -1.5035 -2.0036
H -0.4424 -1.7570 -0.3427
```

For the HOMO energy (alpha / beta), the calculation gives -9.39 / -8.77 eV. The relative energy (zero: lowest compared OMol25 entry of this formula, charge and spin) is 4.2673 eV. Its spin multiplicity is 1. The calculation puts the HOMO-LUMO gap (alpha / beta) at 9.36 / 8.40 eV.

Mulliken atomic charge list, values in e, 6 entries: -0.21 -0.20 -0.24 0.42 -0.21 -0.54

---

ClZn2 | ωB97M-V/def2-TZVPD

XYZ file:
```
3
ClZn2 (ωB97M-V/def2-TZVPD)
Zn 1.9927 -0.9446 0.7487
Zn -1.9874 1.0222 -0.9077
Cl -0.0054 -0.0776 0.1590
```

For the HOMO energy, the calculation gives -26.86 eV. The relative energy (zero: lowest compared OMol25 entry of this formula, charge and spin) is 0.0129 eV. Its spin multiplicity is 1. As for the charge: +3. The calculation puts the HOMO-LUMO gap at 7.84 eV.

Mulliken analysis output, partial charges in e: 1.37 1.61 0.02

---

C31H31BF4O2S | ωB97M-V/def2-TZVPD

XYZ file:
```
70
C31H31BF4O2S (ωB97M-V/def2-TZVPD)
S -1.5086 3.8230 -1.0348
F 5.6048 2.6625 -1.2350
F 5.0064 3.7920 0.5579
F 5.9014 1.7936 0.7651
F 3.7158 -4.3107 4.2361
O -1.2082 0.7499 -1.1341
O -1.2686 0.6466 1.2441
C -2.4674 0.1923 -0.7874
C 2.1155 -2.4416 0.8912
C 3.1075 1.5074 1.1543
C 4.0017 -2.8027 2.4175
C -0.9466 2.8347 0.2917
C -3.0462 6.1490 -0.5332
C -3.5661 1.2309 -0.9861
C -1.1155 3.5431 1.4657
C 0.7236 -2.1056 -2.5576
C 3.4516 -2.1802 1.3071
C -1.8700 4.7640 1.2905
C -2.2162 5.0373 -0.0174
C 5.0466 2.5380 -0.0009
C 1.8651 -3.9612 2.7990
C 1.0095 1.2193 0.0244
C 0.8896 -2.6814 -1.2696
C -3.5652 -0.0017 1.6105
C -2.7576 -0.9379 -1.7606
C 3.1950 -3.6963 3.1282
C 0.3652 -4.0032 -1.0831
C -0.4368 -4.5939 -2.0571
C 2.9885 1.7886 -1.2398
C -2.3041 -0.2134 0.7791
C -0.5694 -4.0027 -3.3209
C 1.7632 1.1316 1.1868
C 3.6776 1.9176 -0.0426
C 1.5394 -1.8688 -0.2920
C 0.0338 -2.7574 -3.5611
C 1.3416 -3.3114 1.6967
C 1.6373 1.4187 -1.2007
C -1.8050 -1.6395 0.9941
B -0.6398 1.1846 0.0941
H 1.9816 -0.9500 -0.6675
H 1.1595 -1.1199 -2.7215
H 5.0244 -2.5968 2.7478
H -3.4178 6.7470 0.2983
H 1.2549 -4.6401 3.3978
H -0.9971 -1.8915 0.2940
H -3.4603 -1.6545 -1.3254
H -0.9498 -5.5399 -1.8410
H 0.5626 -4.5665 -0.1707
H -4.3405 -0.7319 1.3340
H -2.6148 -2.3757 0.8996
H -3.4750 2.0743 -0.2923
H -0.0352 -2.2979 -4.5463
H -1.8377 -1.4377 -2.0673
H -1.1431 -4.4972 -4.1079
H 0.2951 -3.4500 1.4412
H -1.3732 -1.7284 2.0022
H -0.7540 3.2368 2.4438
H -3.3364 -0.1347 2.6733
H -3.9769 0.9998 1.4756
H -3.9095 5.7821 -1.0946
H 3.4533 2.0164 -2.1934
H 4.0440 -1.4662 0.7327
H -2.1577 5.4157 2.1070
H -3.2236 -0.5100 -2.6554
H 1.0792 1.3639 -2.1364
H -3.5154 1.6201 -2.0099
H -2.4731 6.8088 -1.1878
H 1.3038 0.8489 2.1337
H -4.5377 0.7342 -0.8597
H 3.6812 1.5260 2.0761
```

For the HOMO energy, the calculation gives -6.62 eV. The relative energy (zero: lowest compared OMol25 entry of this formula, charge and spin) is 3.7630 eV. Its spin multiplicity is 1. The calculation puts the HOMO-LUMO gap at 3.10 eV.

Mulliken atomic charge list, values in e, 6 entries: -0.29 -0.29 -0.27 -0.28 -0.31 -0.57

---

C3H9NS2 | ωB97M-V/def2-TZVPD

XYZ file:
```
15
C3H9NS2 (ωB97M-V/def2-TZVPD)
S 0.0071 1.0840 -0.1290
S -1.3107 -0.0825 0.9216
N 2.8867 -0.4614 0.1740
C 1.7521 -1.0822 -0.4830
C 0.8253 -0.1113 -1.2097
C -2.7447 -0.2259 -0.2045
H 3.2054 0.3783 -0.3080
H -3.6223 -0.0646 0.4049
H 2.6575 -0.1883 1.1178
H -2.7129 0.5155 -0.9950
H 1.1650 -1.5863 0.2856
H 1.4032 0.5141 -1.8981
H 0.0852 -0.6234 -1.8298
H 2.1097 -1.8363 -1.1799
H -2.7817 -1.2630 -0.5338
```

For the HOMO energy, the calculation gives -8.89 eV. The relative energy (zero: lowest compared OMol25 entry of this formula, charge and spin) is 0.0834 eV. Its spin multiplicity is 1. The SMILES is CSSCCN. The calculation puts the HOMO-LUMO gap at 9.64 eV.

Mulliken atomic charge list, values in e, 6 entries: -0.10 -0.08 -0.57 -0.52 -0.60 -0.79

---

C6H8INO | ωB97M-V/def2-TZVPD

XYZ file:
```
17
C6H8INO (ωB97M-V/def2-TZVPD)
I -4.3101 0.2131 0.4257
O 1.5214 -4.3147 -0.0661
N 2.4078 -2.1352 -0.0537
C 0.2835 1.0239 -0.4459
C 0.5872 -0.4574 -0.2743
C -1.4939 -1.9686 -0.1162
C 2.0761 -0.7650 -0.2641
C -0.3581 -1.3667 -0.3733
C 1.8295 -3.1757 -0.0883
H 2.4839 -0.1549 0.5743
H 0.7396 1.6828 0.1365
H -2.8329 -0.6289 0.0620
H 0.5680 1.1317 -1.5533
H -1.9094 -2.3567 0.8482
H -1.9620 -2.2934 -1.1104
H -0.7351 1.3297 -0.4565
H 2.4550 -0.3963 -1.1365
```

For the HOMO energy, the calculation gives -9.75 eV. The relative energy (zero: lowest compared OMol25 entry of this formula, charge and spin) is 1.6408 eV. Its spin multiplicity is 1. The SMILES is C=C=C(C)CN=C=O.I. The calculation puts the HOMO-LUMO gap at 9.72 eV.

Mulliken atomic charge list, values in e, 6 entries: -0.13 -0.48 -0.35 -1.51 0.79 -1.18

---

C6H12O | ωB97M-V/def2-TZVPD

XYZ file:
```
19
C6H12O (ωB97M-V/def2-TZVPD)
O 2.7706 1.1758 -1.9913
C -0.4476 2.4005 0.8525
C -0.2662 1.2028 1.3901
C 0.4576 -0.9229 0.4761
C -0.5505 -0.0759 0.6835
C 0.3186 -2.2196 -0.2659
C -1.9591 -0.3112 0.2090
H 0.1727 1.1420 2.3830
H -2.5725 -0.8229 0.9593
H -0.5405 -2.8315 -0.0049
H 2.9548 0.2331 -1.9608
H -0.8271 2.4903 -0.1581
H 0.3304 -2.0943 -1.3579
H 1.1881 -2.8686 -0.0980
H -1.9532 -0.9962 -0.6446
H 2.1440 1.2575 -2.7144
H -0.2440 3.3273 1.3784
H -2.4140 0.6450 -0.0288
H 1.4379 -0.7311 0.8930
```

For the HOMO energy, the calculation gives -8.69 eV. The relative energy (zero: lowest compared OMol25 entry of this formula, charge and spin) is 1.6284 eV. Its spin multiplicity is 1. The SMILES is C=C/C(C)=C/C.O. The calculation puts the HOMO-LUMO gap at 9.46 eV.

Mulliken atomic charge list, values in e, 6 entries: -0.63 -0.65 -0.47 -0.24 0.57 -1.35

---

- Which of these has the lowest relative energy (zero: lowest compared OMol25 entry of this formula, charge and spin)?
  ClZn2